Formula: C3H7NO2S
Source: the Open Molecules 2025 dataset
Level of theory: ωB97M-V/def2-TZVPD

Values from the calculation:
strongest force on any atom = 0.049 hartree/bohr
relative energy (zero: lowest compared OMol25 entry of this formula, charge and spin) = 438.8 kJ/mol
Kohn-Sham gap = 9.66 eV
total charge = 0

Positions of all 14 atoms, in Å:
C 0.651197 -2.309432 -0.772580
C 0.051284 -1.777232 -1.808622
C -0.893721 0.469217 1.204063
N 0.548344 1.485336 -0.904996
O 1.245875 -2.855871 0.065756
O 1.304615 1.950334 1.527475
S 0.761756 0.782872 0.389348
H 0.623711 -1.528195 -2.734899
H 0.801262 2.342632 2.247264
H -1.021090 -1.566785 -1.865580
H -1.544338 1.346803 1.437910
H -0.673097 -0.005035 2.184410
H -1.574035 -0.038855 0.386954
H -0.281764 1.704211 -1.356505

Force components x, y, z for each atom (eV/Å):
0.4 -0.6 -0.4
-0.2 0.4 -1.1
-1.2 -0.1 -1.1
2.0 -0.7 -0.7
-0.5 0.5 -0.1
0.7 -0.5 -0.3
-1.3 1.2 1.8
-0.3 -0.3 1.2
-0.7 -0.3 -0.2
0.5 -0.2 0.4
1.2 0.0 -0.3
-0.5 -0.4 -1.0
1.6 0.1 1.9
-1.8 0.8 -0.3

Formula: C23H28BNO3PPdS2Si
Source: the Open Molecules 2025 dataset
Level of theory: ωB97M-V/def2-TZVPD

Values from the calculation:
2S+1 = 4
strongest force on any atom = 0.020 hartree/bohr
relative energy (zero: lowest compared OMol25 entry of this formula, charge and spin) = 0.0 kJ/mol
Kohn-Sham gap (alpha / beta) = 6.59 / 6.35 eV
total charge = -2

Positions of all 61 atoms, in Å:
Pd 0.277128 -2.384585 -0.453548
C -0.388075 -6.692403 -2.119620
C -1.069251 -5.333768 -2.114909
O -0.374351 -4.481369 -3.016520
P -0.296860 -2.861679 -2.761419
S 0.519444 -2.183628 -4.422662
S -1.027553 -3.393150 1.044537
O -1.931236 -2.566297 -2.827173
C -2.532674 -1.489991 -2.112084
C -2.960408 -0.392316 -3.072531
H -1.038907 -7.450507 -1.679179
H 0.543644 -6.649723 -1.554753
H -0.155395 -6.973655 -3.148198
H -1.074825 -4.912131 -1.109838
H -2.110777 -5.418131 -2.443272
H -1.847285 -1.085228 -1.362413
H -3.403272 -1.898574 -1.588108
H -2.106572 -0.094162 -3.681658
H -3.325175 0.472730 -2.515266
H -3.749231 -0.757984 -3.733979
O 0.130754 -0.122276 -0.369941
Si 0.100506 1.185835 0.482186
C -1.095280 2.486327 -0.258684
C -1.242955 2.566526 -1.644305
C -2.055691 3.525777 -2.232694
C -2.742279 4.435959 -1.439493
C -2.609912 4.376282 -0.058667
C -1.798867 3.407673 0.519663
C 1.770207 2.088487 0.615879
C 2.948489 1.350813 0.750281
C 4.181895 1.976144 0.862792
C 4.260133 3.362820 0.848799
C 3.101773 4.116023 0.710843
C 1.871988 3.481116 0.591226
C -0.496303 0.991262 2.283882
C -1.422997 -0.007046 2.587157
C -1.929597 -0.157339 3.870463
C -1.515597 0.696388 4.884114
C -0.581653 1.686095 4.608500
C -0.080878 1.828098 3.320933
H -0.707749 1.852035 -2.261595
H -2.152886 3.567549 -3.311955
H -3.378913 5.186565 -1.894955
H -3.138907 5.089528 0.564818
H -1.712775 3.366053 1.600856
H 2.894998 0.266619 0.759175
H 5.080130 1.377431 0.956197
H 5.222121 3.854908 0.942484
H 3.158588 5.199548 0.689687
H 0.975419 4.080068 0.469385
H -1.727631 -0.691261 1.802690
H -2.646517 -0.942817 4.081034
H -1.906440 0.582123 5.889279
H -0.241850 2.344874 5.400664
H 0.659188 2.596555 3.118511
B 4.978335 -2.349672 0.994063
C 3.493821 -2.498631 0.502764
N 2.413096 -2.641224 0.123136
H 5.167939 -3.189797 1.853124
H 5.141315 -1.229373 1.434132
H 5.686611 -2.549494 0.026166

Force components x, y, z for each atom (eV/Å):
0.0 0.5 0.4
0.0 0.2 -0.1
-0.1 -0.1 0.0
0.2 0.1 0.2
-0.9 -0.2 -0.5
0.2 0.2 0.4
0.3 0.2 -0.5
0.2 -0.2 0.2
0.0 0.1 0.0
0.0 -0.2 0.0
0.0 0.0 0.0
0.0 0.0 0.0
0.0 -0.1 0.0
0.0 0.0 0.1
0.0 0.0 0.0
0.0 0.0 0.0
0.1 0.0 0.0
0.0 0.1 0.0
0.0 0.0 0.0
0.0 0.1 0.0
-0.1 -1.0 -0.3
0.0 0.6 0.4
0.1 -0.1 0.2
0.1 -0.1 0.0
0.0 0.0 0.0
0.0 0.0 0.0
0.0 0.0 0.0
0.0 0.0 0.0
-0.2 0.0 -0.1
-0.1 -0.1 0.0
0.1 0.0 0.0
0.0 0.0 0.0
0.0 0.1 0.0
0.0 0.0 0.0
0.1 0.0 -0.2
0.0 0.0 -0.1
-0.1 0.0 0.0
0.0 0.0 0.0
0.0 0.0 0.0
0.0 0.0 0.0
0.0 0.0 0.0
0.0 0.0 0.0
0.0 0.0 0.0
0.0 0.0 0.0
0.0 0.0 0.0
0.1 0.0 0.0
0.0 0.0 0.0
0.0 0.0 0.0
0.0 0.0 0.0
0.0 0.0 0.0
0.0 0.0 0.0
0.0 0.0 0.0
0.0 0.0 0.0
0.0 0.0 0.0
0.0 0.0 0.0
0.2 0.0 0.0
-0.3 -0.1 -0.1
0.0 0.0 0.0
0.0 0.0 0.0
0.0 0.1 0.0
0.1 0.0 0.0

Formula: C14H22F8NO2
Source: the Open Molecules 2025 dataset
Level of theory: ωB97M-V/def2-TZVPD

Values from the calculation:
strongest force on any atom = 0.100 hartree/bohr
SMILES string = CCC[C@@H]1[NH2+]CCO[C@@H]1CCOCC(F)(F)C(F)(F)C(F)(F)C(F)F
Kohn-Sham gap = 9.96 eV
total charge = +1

Positions of all 47 atoms, in Å:
C -0.114245 4.159336 -2.347346
C -0.394451 4.033934 -0.734985
C -1.543347 2.918339 -0.327951
C -1.255491 1.408956 -0.899257
N -2.345099 0.987055 -1.907200
C -1.937837 -0.327391 -2.538955
C -1.830084 -1.419397 -1.281474
O -0.689222 -0.992616 -0.456490
C -0.948970 0.276328 0.244898
C -2.049023 0.189378 1.456262
C -1.248364 -0.360514 2.817703
O -0.260342 -1.411719 2.523901
C 1.106528 -1.015995 2.898350
C 2.135068 -2.214652 2.370575
F 3.034477 -2.604254 3.520289
F 1.284831 -3.395164 1.989659
C 3.099413 -1.739309 1.120277
F 4.384285 -1.225062 1.725568
F 2.520556 -0.648534 0.292738
C 3.543808 -2.959319 0.107935
F 4.004954 -4.152736 0.909422
F 4.733091 -2.542220 -0.697204
C 2.376998 -3.382175 -0.986028
F 2.148363 -4.868782 -0.842900
F 2.874748 -3.152311 -2.362638
H 0.578985 3.257380 -2.656209
H -1.070424 4.284356 -3.010176
H 0.527497 5.147213 -2.500996
H -0.843020 5.087185 -0.397077
H 0.595012 3.902601 -0.092371
H -1.635818 2.975624 0.860454
H -2.549115 3.297062 -0.846908
H -0.263261 1.488391 -1.558439
H -2.293307 1.718152 -2.677490
H -3.305442 1.004939 -1.499142
H -0.842900 -0.297883 -3.013415
H -2.750978 -0.694260 -3.323670
H -1.673317 -2.534289 -1.672721
H -2.866974 -1.395219 -0.735561
H 0.084578 0.589840 0.753405
H -2.920729 -0.576981 1.284600
H -2.531030 1.207977 1.770049
H -0.816783 0.543983 3.436827
H -2.087108 -0.879098 3.490704
H 1.383085 0.046106 2.479017
H 1.279364 -0.947996 4.076922
H 1.371040 -2.786256 -0.762955

Force components x, y, z for each atom (eV/Å):
1.3 0.4 0.8
-0.8 1.0 0.1
-0.1 0.7 -0.2
2.3 1.2 1.0
1.4 0.9 -1.0
0.2 -3.3 0.0
-0.5 0.4 -1.0
-2.0 0.5 0.1
-0.1 0.9 0.0
0.6 -1.0 1.1
-1.6 -0.1 0.7
0.9 2.2 0.7
0.5 -0.2 0.9
-0.8 -0.7 1.5
-2.9 1.0 -3.9
3.1 3.5 0.9
2.7 0.6 0.0
-4.3 -1.3 -2.0
1.4 -3.2 2.5
2.9 -1.5 -0.9
-1.7 4.2 -2.4
-3.7 -1.0 2.8
0.3 -2.0 -0.8
0.6 4.7 -0.6
-1.7 -0.6 4.2
-1.6 1.8 0.2
1.7 -0.5 1.4
-1.3 -2.2 0.2
0.9 -2.4 -0.6
-2.0 0.0 -1.6
-0.1 -0.4 -2.8
2.0 -0.7 1.4
-2.3 -0.4 1.3
-0.4 -0.8 1.2
0.9 -0.3 -0.3
-2.6 0.5 1.0
1.8 1.0 1.7
0.0 2.7 0.9
2.0 -0.1 -0.7
-2.3 -0.7 -1.4
1.8 1.5 0.0
1.0 -1.8 -0.9
-0.6 -1.8 -1.4
1.9 1.2 -1.4
-0.3 -2.2 0.5
-0.6 -0.4 -2.5
2.2 -1.5 -0.9